1.
The following is a quantum chemistry calculation of a 3-piece molecular cluster, C3H11N4 overall in a non-equilibrium geometry, from the OMol25 dataset.

Cartesian coordinates (Å):
C  0.244  1.786  1.692
C  0.949  2.955  1.217
C  -0.242  0.193  -0.107
N  0.134  1.317  2.766
N  -0.974  0.420  -1.132
N  0.409  -0.973  0.054
N  -0.452  -3.210  -2.036
H  2.062  2.899  1.302
H  0.626  3.635  2.046
H  0.641  3.210  0.264
H  -0.079  0.426  3.339
H  -1.411  1.238  -1.031
H  -1.325  -0.355  -1.792
H  0.338  -1.707  -0.570
H  0.726  -1.148  0.951
H  -1.453  -3.540  -2.098
H  -0.076  -3.016  -3.026
H  -0.115  -4.131  -1.839

Summary:
total charge = +1
M = 103.149 g/mol
LUMO energy = -3.74 eV
orbital gap = 9.18 eV

2.
The following is a quantum chemistry calculation of an isolated ion of composition C3H11N4 and charge +1 in a non-equilibrium geometry, from the OMol25 dataset.

Cartesian coordinates (Å):
C  1.868  -0.189  0.268
C  -1.499  1.773  -0.019
C  -0.628  -1.887  -0.091
N  0.785  0.150  -0.378
N  3.015  -0.029  -0.280
N  -1.626  0.325  -0.357
N  -0.485  -0.436  0.151
H  1.643  -0.437  1.374
H  -1.619  1.729  1.029
H  -0.380  2.015  -0.283
H  -2.336  2.214  -0.568
H  0.231  -2.475  0.260
H  -1.523  -2.186  0.366
H  -0.641  -2.212  -1.207
H  3.884  -0.014  0.305
H  3.072  0.129  -1.334
H  -1.786  0.182  -1.442
H  -0.613  -0.118  1.115

Summary:
SMILES = CN[N@@H+](C)/N=C/N
total charge = +1
M = 103.149 g/mol
LUMO energy = -2.80 eV
orbital gap = 11.17 eV

3.
The following is a quantum chemistry calculation of C3H11N4 as an isolated structure in a non-equilibrium geometry, from the OMol25 dataset.

Cartesian coordinates (Å):
C  1.694  1.206  0.165
C  1.332  -0.398  0.136
C  2.152  1.641  -0.961
N  2.453  -1.064  0.321
N  -0.729  0.135  -0.378
N  0.129  -0.862  0.021
N  -2.438  -1.454  0.533
H  1.532  1.614  1.098
H  2.612  2.627  -1.101
H  -1.874  -1.830  1.275
H  2.157  1.114  -1.957
H  3.309  -0.557  0.446
H  2.515  -2.055  0.199
H  -0.844  0.068  -1.401
H  -0.341  1.182  -0.234
H  -2.372  -2.037  -0.263
H  -3.346  -1.400  0.910
H  -1.731  -0.535  0.251

Summary:
total charge = +1
M = 103.149 g/mol
LUMO energy = -2.72 eV
orbital gap = 10.25 eV

4.
The following is a quantum chemistry calculation of a 2-piece molecular cluster, C3H11N5 overall in a non-equilibrium geometry, from the OMol25 dataset.

Cartesian coordinates (Å):
C  -0.125  0.147  -0.169
C  -0.021  1.512  0.276
C  -2.548  0.025  -0.441
N  1.077  -0.449  -0.329
N  -1.224  -0.523  -0.398
N  3.319  -0.355  -0.024
N  -1.151  -1.818  -0.169
N  2.100  0.012  0.219
H  -1.010  1.983  0.330
H  0.542  2.140  -0.343
H  0.374  1.516  1.328
H  -3.052  -0.128  0.475
H  -2.521  1.040  -0.728
H  -3.060  -0.615  -1.252
H  3.417  -1.184  -0.734
H  4.029  -0.163  0.677
H  -0.156  -2.179  -0.073
H  -1.882  -2.349  0.158
H  1.891  1.387  1.198

Summary:
total charge = +2
M = 117.156 g/mol
LUMO energy (spin up / spin down) = -10.53 / -10.53 eV
orbital gap (spin up / spin down) = 7.12 / 7.12 eV

Energy above the lowest of the compared OMol25 structures with the same formula, charge and spin (kcal/mol)
85.2, 94.4, 68.9, 129.2